{"formula": "C30H38Cl6FeNOP2Si", "method": "ωB97M-V/def2-TZVPD", "species": ["Fe", "C", "C", "C", "P", "C", "C", "C", "C", "C", "C", "C", "C", "C", "N", "C", "C", "C", "C", "C", "C", "P", "C", "C", "C", "C", "C", "C", "H", "H", "H", "H", "H", "H", "H", "H", "H", "H", "H", "H", "H", "H", "H", "H", "H", "H", "H", "H", "H", "H", "H", "H", "H", "H", "H", "H", "H", "H", "H", "H", "H", "H", "H", "H", "Cl", "C", "C", "C", "Cl", "C", "O", "C", "Cl", "C", "H", "H", "Cl", "Si", "Cl", "Cl"], "positions_angstrom": [[0.62350, -0.12414, 0.45558], [1.19605, -3.29929, -3.51045], [0.07637, -3.34868, -2.47083], [0.35384, -4.44547, -1.43821], [-0.32201, -1.66294, -1.77478], [-0.92358, -0.77712, -3.29608], [-1.82131, -1.60480, -4.21025], [-1.62523, 0.51673, -2.89232], [-1.83843, -2.04686, -0.84338], [-2.64064, -3.17833, -0.99111], [-3.65468, -3.46123, -0.08810], [-3.86026, -2.62065, 0.99720], [-3.08269, -1.48288, 1.14723], [-2.09797, -1.17097, 0.20887], [-1.35055, 0.01626, 0.31219], [-2.02432, 1.21090, 0.18882], [-3.41346, 1.34190, 0.00308], [-3.98986, 2.59237, -0.14508], [-3.22870, 3.75706, -0.11065], [-1.86151, 3.64072, 0.06924], [-1.26981, 2.39083, 0.20423], [0.47062, 2.11985, 0.50026], [1.34920, 3.31189, -0.59935], [2.86526, 3.10344, -0.59686], [0.83379, 3.29557, -2.03776], [0.62162, 2.88990, 2.17968], [-0.08027, 2.02197, 3.22175], [2.00989, 3.32056, 2.63644], [1.21597, -4.24031, -4.06543], [2.16827, -3.17065, -3.03332], [1.06927, -2.48749, -4.22721], [-0.84040, -3.63107, -2.99070], [1.37017, -4.38300, -1.06215], [0.24117, -5.42240, -1.91549], [-0.32770, -4.40809, -0.58853], [-0.00805, -0.51240, -3.82896], [-2.68460, -1.99483, -3.66417], [-1.29791, -2.43933, -4.67478], [-2.20356, -0.96730, -5.01107], [-2.57203, 0.30427, -2.39134], [-1.84234, 1.12019, -3.77698], [-1.01364, 1.11195, -2.21620], [-2.46875, -3.86707, -1.80780], [-4.26319, -4.34660, -0.21946], [-4.62687, -2.85132, 1.72616], [-3.24166, -0.80925, 1.98100], [-4.04119, 0.46320, -0.04035], [-5.06093, 2.65873, -0.29460], [-3.69268, 4.72716, -0.22437], [-1.24504, 4.53387, 0.09360], [1.12313, 4.28469, -0.14684], [3.14312, 2.27703, -1.25096], [3.28495, 2.91347, 0.38903], [3.35429, 3.98690, -1.01594], [1.08357, 2.34598, -2.51696], [1.32255, 4.08965, -2.60628], [-0.24328, 3.44090, -2.10109], [0.01750, 3.79373, 2.04025], [-1.04283, 1.65332, 2.86123], [-0.25751, 2.60552, 4.12728], [0.53745, 1.16709, 3.49315], [2.69769, 2.48082, 2.68393], [1.92875, 3.74948, 3.63857], [2.43646, 4.08652, 1.98807], [3.44029, -3.06766, 6.44580], [3.03374, -2.10760, 5.05657], [1.81045, -2.27011, 4.44643], [1.51776, -1.50269, 3.33530], [-0.03525, -1.63096, 2.60163], [2.39127, -0.57386, 2.77125], [2.10641, 0.15560, 1.69569], [3.61313, -0.41937, 3.46697], [4.73260, 0.78565, 2.93061], [3.93542, -1.17292, 4.57889], [1.08925, -2.98082, 4.82467], [4.88740, -1.02293, 5.06817], [2.61314, -0.22133, -2.75837], [2.57779, -0.32101, -0.65476], [4.55980, 0.09013, -0.32912], [2.39175, -2.31006, 0.04962]], "forces_ev_per_a": [[-0.4, 0.8, 0.4], [0.0, 0.0, 0.0], [0.0, 0.0, 0.0], [0.0, 0.0, 0.0], [0.1, -0.1, 0.0], [0.0, 0.0, 0.1], [0.0, 0.0, 0.0], [0.0, 0.0, 0.0], [0.0, -0.2, 0.0], [0.0, 0.0, 0.0], [0.0, 0.0, 0.0], [0.0, 0.1, 0.0], [-0.1, -0.1, 0.0], [-0.2, 0.2, 0.3], [0.4, 0.1, -0.1], [-0.2, -0.1, 0.0], [-0.2, 0.2, 0.0], [0.1, -0.2, 0.0], [0.1, 0.1, 0.0], [-0.1, 0.0, 0.0], [-0.1, 0.0, 0.0], [0.2, 0.1, -0.1], [0.1, -0.1, 0.0], [0.0, 0.1, -0.1], [0.0, -0.1, 0.0], [0.0, 0.0, 0.0], [0.0, 0.0, 0.0], [0.0, 0.0, 0.0], [0.0, 0.0, 0.0], [0.0, 0.0, 0.0], [0.0, 0.0, 0.0], [0.0, 0.0, -0.1], [0.0, 0.0, 0.0], [0.0, 0.0, 0.0], [0.0, 0.0, 0.0], [0.0, 0.0, 0.0], [0.0, 0.0, 0.0], [0.0, 0.0, 0.0], [0.0, 0.0, 0.0], [0.0, 0.0, 0.0], [0.0, 0.0, 0.0], [0.0, 0.0, 0.0], [0.0, 0.0, 0.0], [0.0, 0.0, 0.0], [0.0, 0.0, 0.0], [0.0, 0.0, 0.0], [0.0, 0.0, 0.0], [0.0, 0.0, 0.0], [0.0, 0.0, 0.0], [0.0, 0.0, 0.0], [0.0, 0.0, 0.0], [-0.1, 0.0, 0.0], [0.0, 0.0, 0.0], [0.0, 0.0, 0.1], [0.0, 0.0, 0.0], [0.0, 0.0, 0.0], [0.0, 0.0, 0.0], [0.0, 0.0, 0.0], [0.0, 0.0, 0.0], [0.0, 0.0, 0.0], [0.0, 0.0, 0.0], [0.0, 0.0, 0.0], [0.0, 0.0, 0.0], [0.0, 0.0, 0.0], [0.0, 0.0, 0.0], [0.1, 0.0, 0.1], [-0.1, -0.1, 0.0], [0.1, 0.1, 0.0], [-0.4, -0.3, -0.2], [0.4, 0.2, -0.1], [0.0, -0.2, 0.3], [-0.2, 0.1, -0.2], [0.1, 0.0, 0.1], [0.1, 0.1, 0.0], [0.0, 0.0, 0.0], [0.0, 0.0, 0.0], [-0.1, 0.0, 0.2], [0.0, -0.5, -0.4], [0.0, 0.1, 0.1], [0.5, -0.2, -0.2]], "homo_ha": [-0.269, -0.270], "gap_ev": [6.44, 7.72], "spin_multiplicity": 2}

{"formula": "C30H38FNO13", "method": "ωB97M-V/def2-TZVPD", "species": ["C", "C", "C", "C", "C", "C", "F", "C", "C", "C", "C", "C", "O", "C", "N", "C", "O", "C", "C", "C", "C", "C", "O", "C", "C", "C", "O", "H", "H", "H", "H", "H", "H", "H", "H", "H", "H", "H", "H", "H", "H", "H", "H", "H", "H", "H", "H", "C", "O", "C", "O", "O", "C", "H", "H", "H", "H", "H", "H", "C", "O", "C", "O", "O", "C", "H", "H", "H", "H", "H", "H", "C", "O", "C", "O", "O", "C", "H", "H", "H", "H", "H", "H"], "positions_angstrom": [[5.22396, -0.07705, 1.33011], [4.37411, -0.58042, 0.65110], [3.46969, -1.21008, -0.22308], [3.38645, -2.57471, -0.31416], [2.53772, -3.19707, -1.18423], [2.52618, -4.69425, -1.17738], [1.26472, -5.20634, -1.37411], [3.52504, -5.32190, -2.12736], [3.72834, -6.78849, -1.75789], [1.72787, -2.40690, -1.98413], [1.77530, -1.03863, -1.88051], [2.64898, -0.43540, -1.01616], [2.67434, 0.96183, -0.90664], [3.71489, 1.50929, -1.43011], [4.60309, 1.99073, -1.96310], [0.84972, -0.23163, -2.73007], [1.14199, 0.85610, -3.17367], [-0.44817, -0.87267, -2.99106], [-1.66721, -0.00775, -3.06829], [-2.52672, -0.17997, -1.81705], [-3.38175, -1.44468, -1.79231], [-4.51425, -1.36017, -0.81335], [-4.01137, -1.20722, 0.49151], [-4.88883, -1.70077, 1.46824], [-0.46782, -2.20068, -3.12776], [0.78394, -2.95318, -3.00138], [1.05597, -3.90214, -3.70157], [6.11271, 0.34646, 1.70296], [4.01879, -3.14647, 0.34211], [2.81311, -4.99677, -0.17280], [4.43464, -4.75520, -1.99526], [3.14506, -5.20685, -3.13017], [3.88002, -7.41662, -2.62118], [2.84318, -7.14751, -1.25386], [4.54888, -6.87529, -1.06050], [-1.30087, 1.00901, -3.04621], [-2.21058, -0.17602, -3.98675], [-3.19540, 0.66552, -1.71811], [-1.87909, -0.19517, -0.95243], [-3.77235, -1.64536, -2.78531], [-2.75458, -2.27078, -1.48457], [-5.20402, -0.56528, -1.09175], [-5.06673, -2.29624, -0.86371], [-5.80284, -1.11574, 1.49416], [-4.39462, -1.64902, 2.42358], [-5.15276, -2.74318, 1.29464], [-1.36540, -2.75382, -3.32069], [3.64306, 1.45588, 7.92047], [2.97524, 1.84381, 6.71927], [3.78480, 2.32866, 5.77628], [4.97811, 2.45211, 5.87062], [3.04509, 2.64911, 4.71918], [3.78803, 3.19011, 3.61995], [2.87463, 1.08472, 8.59195], [4.36323, 0.66478, 7.72193], [4.14096, 2.30904, 8.37662], [4.51483, 2.46860, 3.25429], [4.28724, 4.11213, 3.90462], [3.07308, 3.40283, 2.83166], [4.76175, 5.40359, -1.33654], [4.02184, 6.41512, -0.63832], [4.04036, 6.30159, 0.68249], [4.60228, 5.44428, 1.31527], [3.32361, 7.30290, 1.19600], [3.25228, 7.30648, 2.62220], [4.65247, 5.61551, -2.39533], [5.81512, 5.44532, -1.06819], [4.36102, 4.41693, -1.12857], [4.24448, 7.40935, 3.05752], [2.77527, 6.39855, 2.98635], [2.64712, 8.16512, 2.89662], [-10.22626, -1.85466, 0.41036], [-10.48584, -1.07498, -0.75890], [-9.40156, -0.53139, -1.30628], [-8.27342, -0.64729, -0.90215], [-9.77887, 0.16267, -2.37742], [-8.70657, 0.80599, -3.06890], [-11.18722, -2.23188, 0.74607], [-9.57056, -2.69091, 0.17666], [-9.78568, -1.23950, 1.19218], [-7.99232, 0.07233, -3.43740], [-8.20720, 1.52356, -2.42113], [-9.15369, 1.32802, -3.90914]], "forces_ev_per_a": [[-0.1, -0.2, -0.6], [0.8, 0.2, 0.7], [-0.2, 0.8, 0.1], [0.5, -0.3, 0.5], [-0.6, -0.4, -0.5], [0.6, -0.1, 0.3], [-0.5, -0.1, -0.1], [-0.5, -0.2, 0.3], [-0.2, 0.4, 0.1], [0.0, -0.7, -0.1], [-0.3, 1.0, -0.4], [0.0, 0.0, -0.1], [-0.3, -0.2, 0.4], [-0.6, -0.3, -0.1], [0.9, 0.6, -0.3], [0.4, 0.5, -0.1], [-0.1, -0.1, 0.2], [-0.9, -0.6, -0.2], [0.5, 0.3, 0.5], [-0.4, -0.4, -0.3], [0.6, 0.4, 0.1], [-0.2, -0.5, -0.1], [0.4, 0.1, 0.0], [-0.1, 0.1, 0.0], [0.1, 0.4, 0.2], [0.3, -0.5, -0.3], [-0.1, 0.1, 0.1], [0.2, 0.3, 0.6], [0.1, -0.2, 0.1], [0.0, -0.1, 0.3], [0.4, 0.1, -0.3], [0.0, 0.2, -0.4], [0.3, -0.2, -0.2], [-0.3, -0.3, 0.1], [0.3, -0.2, 0.1], [0.0, 0.4, -0.4], [-0.3, 0.0, -0.2], [-0.1, 0.4, 0.0], [0.2, 0.2, 0.4], [-0.2, -0.1, -0.2], [0.1, -0.5, -0.1], [-0.2, 0.3, 0.1], [-0.3, -0.2, 0.0], [-0.3, 0.1, 0.1], [0.2, 0.2, 0.3], [0.0, -0.2, -0.2], [-0.3, -0.2, -0.4], [0.0, -0.1, 0.2], [0.0, 0.0, 0.0], [0.0, 0.0, -0.1], [0.0, 0.0, 0.0], [0.0, 0.0, 0.0], [0.0, 0.1, -0.2], [-0.1, 0.0, -0.1], [0.1, 0.1, 0.0], [0.1, 0.0, -0.1], [0.1, 0.0, 0.1], [0.1, 0.0, 0.0], [-0.1, 0.0, 0.1], [0.1, -0.1, -0.2], [0.0, 0.0, -0.1], [0.0, 0.0, -0.1], [0.0, -0.1, 0.1], [0.0, 0.0, 0.0], [-0.1, 0.1, 0.1], [-0.1, 0.1, 0.0], [0.0, 0.0, 0.1], [0.1, 0.0, 0.1], [0.0, -0.1, 0.0], [0.1, -0.1, 0.0], [0.0, 0.0, -0.1], [-0.1, -0.1, 0.1], [0.0, 0.0, 0.0], [0.0, 0.0, 0.0], [0.1, 0.0, 0.0], [0.0, 0.0, 0.0], [0.1, 0.1, -0.2], [-0.1, 0.1, -0.1], [0.1, 0.0, 0.0], [0.1, 0.0, 0.0], [0.0, 0.0, 0.1], [0.1, -0.1, 0.0], [-0.1, 0.0, 0.0]], "homo_ha": -0.357, "gap_ev": 8.52, "smiles": "C#Cc1cc([C@@H](F)CC)c2c(c1OC#N)C(=O)C(CCCCOC)=CC2=O.COC(=O)OC.COC(=O)OC.COC(=O)OC"}

{"formula": "C30H38N4O2Zn", "method": "ωB97M-V/def2-TZVPD", "species": ["Zn", "N", "N", "C", "C", "C", "C", "H", "H", "H", "C", "C", "H", "H", "H", "C", "C", "H", "H", "H", "C", "H", "H", "H", "C", "H", "H", "H", "C", "H", "C", "H", "C", "H", "C", "H", "C", "C", "H", "C", "C", "H", "C", "H", "N", "C", "C", "C", "H", "C", "C", "H", "H", "H", "C", "H", "C", "C", "H", "H", "H", "C", "H", "H", "H", "N", "C", "C", "O", "O", "H", "H", "H", "H", "H"], "positions_angstrom": [[-0.14711, 0.16577, 0.39888], [-1.39400, -1.77929, 2.57332], [-0.42165, -1.93206, -0.83148], [1.05934, 1.86660, -0.07746], [1.94384, 0.74868, 0.23175], [1.70127, 0.35002, 1.60216], [2.37548, -0.73834, 2.35493], [2.89632, -1.41893, 1.69049], [1.67617, -1.36658, 2.93165], [3.06486, -0.30954, 3.07261], [0.62108, 1.22347, 2.13888], [0.06979, 1.14652, 3.52979], [0.63606, 1.77361, 4.20043], [0.10469, 0.11768, 3.93693], [-0.98773, 1.43505, 3.54414], [0.25348, 2.15592, 1.09675], [-0.71581, 3.27240, 1.24359], [-1.53359, 3.01180, 1.92782], [-1.16326, 3.54523, 0.27768], [-0.21101, 4.16248, 1.64254], [2.95125, 0.14047, -0.67063], [3.94065, 0.12595, -0.19474], [3.03682, 0.71916, -1.59789], [2.70197, -0.89826, -0.95042], [1.07086, 2.66234, -1.33867], [0.05203, 2.86318, -1.71156], [1.60512, 2.14324, -2.14569], [1.56488, 3.63438, -1.18289], [-2.25445, -2.22451, 3.48815], [-2.44494, -1.57423, 4.32920], [-2.87943, -3.44992, 3.32329], [-3.60617, -3.77988, 4.07614], [-2.57046, -4.23541, 2.21986], [-3.04875, -5.20621, 2.06175], [-1.63566, -3.75912, 1.29675], [-1.37873, -4.34028, 0.40563], [-1.03422, -2.52477, 1.47371], [-0.09169, -1.95396, 0.55530], [0.95094, -2.23703, 0.72845], [-0.39632, -0.66260, -1.32823], [-0.65532, -2.83714, -1.91643], [-0.73696, -3.90534, -1.76230], [-0.75477, -2.08219, -3.02338], [-0.94605, -2.33609, -4.05315], [-0.57541, -0.73845, -2.63935], [-0.52803, 0.38874, -3.54375], [0.69089, 0.69161, -4.18681], [0.73330, 1.81410, -5.03299], [1.67591, 2.06643, -5.52610], [-0.39457, 2.61710, -5.24551], [-0.33735, 3.80972, -6.17626], [-0.37675, 4.75825, -5.61852], [-1.18697, 3.80720, -6.87089], [0.58284, 3.80522, -6.77397], [-1.58782, 2.28614, -4.58708], [-2.47741, 2.90382, -4.73654], [-1.67760, 1.17820, -3.73231], [-2.96144, 0.86177, -3.00876], [-3.39007, -0.10194, -3.32247], [-3.71285, 1.64692, -3.19473], [-2.79914, 0.79809, -1.92468], [1.92627, -0.14347, -3.96568], [2.07308, -0.88390, -4.76750], [1.88075, -0.69986, -3.02208], [2.82858, 0.49409, -3.94684], [1.29281, -0.64289, 6.02840], [0.17810, -1.54518, 5.53577], [0.32214, -1.99588, 4.08518], [0.39519, -3.18154, 3.83358], [0.04660, -0.85423, 2.41418], [2.19244, -0.91900, 5.61349], [1.32910, -0.72791, 7.03979], [1.08121, 0.34323, 5.81310], [0.27067, -2.46582, 6.11308], [-0.76325, -1.08287, 5.77861]], "forces_ev_per_a": [[-0.9, -0.2, 0.8], [-2.6, -0.7, -2.0], [-0.6, -0.6, -3.5], [1.3, 0.0, 1.0], [-0.7, 1.6, 1.6], [-0.6, 2.9, -0.1], [0.6, -0.3, 0.2], [0.5, 0.0, -0.2], [1.2, 0.6, -0.4], [0.6, 0.0, 0.1], [2.8, 0.4, -0.9], [-0.1, 0.3, 0.6], [0.1, 0.9, 0.3], [0.1, 1.6, -0.5], [0.1, 0.1, 0.1], [0.9, -1.1, -0.1], [-0.3, 0.3, -0.1], [0.2, 0.1, -0.1], [0.1, 0.0, 0.2], [-0.2, 0.0, 0.0], [0.3, -0.2, -0.4], [-0.1, -0.1, -0.1], [0.0, -0.2, 0.2], [0.1, 0.2, 0.1], [-0.2, 0.1, -0.2], [0.3, 0.0, 0.0], [-0.2, 0.2, 0.2], [-0.1, -0.1, -0.1], [0.1, -0.4, -0.7], [-0.3, 0.2, 0.1], [-0.3, -0.6, 0.7], [0.3, 0.0, -0.3], [-0.2, 0.0, -0.1], [0.1, 0.3, 0.1], [-0.3, -0.3, -0.2], [-0.1, 0.1, 0.4], [-1.9, -1.0, 0.7], [0.6, -0.3, 0.0], [-0.2, 0.2, -0.1], [-0.9, -1.4, -0.7], [0.4, 0.5, 1.5], [0.0, 0.3, -0.1], [0.1, 0.7, -0.3], [0.0, 0.0, 0.0], [-0.3, -0.7, -1.3], [0.3, 0.3, -0.4], [-0.6, 0.3, 0.0], [-0.3, -0.3, 0.1], [-0.3, 0.0, 0.1], [0.2, 0.0, 0.2], [0.0, -0.2, -0.1], [0.0, -0.2, -0.1], [0.1, 0.0, 0.2], [-0.2, 0.0, 0.1], [0.1, -0.5, 0.1], [0.3, -0.1, 0.0], [0.5, 0.2, -0.1], [-0.3, 0.1, 0.1], [0.2, 0.2, 0.0], [0.3, -0.3, 0.0], [0.0, 0.0, -0.2], [0.3, -0.1, 0.0], [-0.1, 0.2, 0.1], [0.0, 0.2, -0.3], [-0.4, -0.2, 0.0], [-0.9, 0.3, -0.8], [-0.4, -0.8, -0.9], [2.1, -1.0, 1.2], [-0.1, 0.8, -0.2], [-0.8, -2.7, 3.6], [0.4, -0.2, -0.3], [0.1, -0.1, 1.1], [0.1, 0.0, -0.1], [0.1, -0.1, 0.1], [-0.4, 0.7, 0.2]], "homo_ha": [0.029, 0.086], "gap_ev": [3.43, 1.90], "total_charge": -2}

Result set for ΔE to the lowest compared entry with this formula, charge and spin: 28.2; 0.0; 293.2 kcal/mol, one per record in the order listed.
Result set for calculated total energy: -6293.205880; -2298.569915; -3314.170385 Eh, one per record in the order listed.